Record 1
DFT (ωB97M-V with the def2-TZVPD basis set) results for a molecular structure, CBrI3O2S at a distorted geometry.

Geometry (Å):
I 0.19966 -2.51109 -1.05877
I -2.88816 -1.42701 -0.10694
I -1.03384 0.57617 -2.26511
Br 1.40260 2.27313 -0.10036
S 1.93980 0.51741 0.97042
O -0.32131 0.15812 0.62034
O 1.71989 0.84694 2.30940
C -1.01865 -0.43367 -0.36897

The calculation puts the orbital gap (spin up / spin down) at 0.190 / 0.190 hartree. For the electronic energy, the calculation gives -4053.73697 Ha. For the energy relative to the best compared isomer or geometry (same formula, charge and spin), the calculation gives 0.3434 eV. For the LUMO energy (spin up / spin down), the calculation gives -3.37 / -3.37 eV.

***

Record 2
DFT (ωB97M-V with the def2-TZVPD basis set) results for a molecular structure, CBrI3S.

Geometry (Å):
I -0.03783 -0.30341 2.68130
I 1.54482 -2.17184 -0.11353
I -1.70701 -0.96075 -0.33982
Br -0.85597 2.70035 -1.61153
S 0.96890 1.63376 -1.27460
C 0.08710 -0.89811 0.65818

The calculation puts the orbital gap (spin up / spin down) at 0.263 / 0.239 hartree. For the electronic energy, the calculation gives -3903.27007 Ha. For the energy relative to the best compared isomer or geometry (same formula, charge and spin), the calculation gives 0.0000 eV. The spin multiplicity is 3. For the LUMO energy (spin up / spin down), the calculation gives -0.91 / -2.59 eV. The expectation value of S² is 2.012.

***

Record 3
DFT (ωB97M-V with the def2-TZVPD basis set) results for 2 unconnected molecules or ions with the total composition CBrNO4 at a distorted geometry.

Geometry (Å):
Br 3.44029 1.01360 -0.33065
O 0.27728 2.14348 -0.04836
O -1.32108 -0.40385 -0.29828
O 1.82075 1.08688 1.00166
O 0.70446 -1.37893 0.07476
N 0.76324 1.52340 0.83615
C -0.30094 -0.86183 -0.11579

The calculation puts the orbital gap (spin up / spin down) at 0.300 / 0.314 hartree. For the electronic energy, the calculation gives -2967.70377 Ha. For the energy relative to the best compared isomer or geometry (same formula, charge and spin), the calculation gives 0.3506 eV. For the LUMO energy (spin up / spin down), the calculation gives -2.33 / -2.24 eV. Its SMILES is O=NOBr.O=C=O.

***

Record 4
DFT (ωB97M-V with the def2-TZVPD basis set) results for a molecular structure, CBrO4 at a distorted geometry.

Geometry (Å):
Br -1.94303 -1.22642 2.15185
O -0.08103 -1.12599 0.09122
O -0.37524 1.34601 -0.06064
O -1.38532 -1.14606 0.32433
O 1.68146 0.47696 -0.46700
C 0.54427 0.62858 -0.20900

The calculation puts the orbital gap at 0.281 hartree. For the electronic energy, the calculation gives -2913.03075 Ha. The net charge is -1. For the energy relative to the best compared isomer or geometry (same formula, charge and spin), the calculation gives 0.0000 eV. For the LUMO energy, the calculation gives 3.40 eV.

***

Record 5
DFT (ωB97M-V with the def2-TZVPD basis set) results for 2 unconnected molecules or ions with the total composition CBrO4 at a distorted geometry.

Geometry (Å):
Br 2.23319 1.26186 -1.13513
O -1.14268 -0.71368 1.66522
O -0.23491 0.06163 -0.38911
O 0.90851 1.71310 -0.26995
O -0.93164 -1.60505 -0.38929
C -0.83247 -0.71786 0.51826

The calculation puts the orbital gap (spin up / spin down) at 0.257 / 0.257 hartree. For the electronic energy, the calculation gives -2912.96043 Ha. The net charge is -1. For the energy relative to the best compared isomer or geometry (same formula, charge and spin), the calculation gives 1.9136 eV. For the LUMO energy (spin up / spin down), the calculation gives 2.77 / 2.78 eV.

***

Record 6
DFT (ωB97M-V with the def2-TZVPD basis set) results for a molecular structure, CCdF4NO2S2 at a distorted geometry.

Geometry (Å):
Cd -1.37211 2.01820 1.93928
S 0.56088 -0.53725 1.04347
S -1.77279 -1.16292 -0.48806
F 2.63331 0.91253 0.44044
F 1.03717 1.18016 -0.97103
F -2.48846 0.60585 -0.60482
F 2.19343 -0.62746 -1.03306
O -0.06934 0.77611 1.52226
O -2.11697 -2.01215 -1.62724
N -0.28926 -1.44768 0.02066
C 1.68415 0.29460 -0.24190

The calculation puts the orbital gap (spin up / spin down) at 0.179 / 0.133 hartree. For the electronic energy, the calculation gives -1606.42602 Ha. The net charge is +1. For the LUMO energy (spin up / spin down), the calculation gives -8.64 / -9.00 eV.

***

Record 7
DFT (ωB97M-V with the def2-TZVPD basis set) results for CCl2F3PS in the gas phase at a distorted geometry.

Geometry (Å):
Cl 1.08360 -0.01266 -1.91459
Cl 1.09037 -1.80805 0.70790
S 1.96004 1.47103 1.10535
P 0.94981 0.06889 0.07681
F -1.39489 0.99417 -0.88122
F -1.33108 0.35666 1.24734
F -1.38584 -1.14729 -0.35752
C -0.97201 0.07725 0.01592

The calculation puts the orbital gap at 0.358 hartree. For the electronic energy, the calculation gives -1997.68686 Ha. For the energy relative to the best compared isomer or geometry (same formula, charge and spin), the calculation gives 0.0000 eV. For the LUMO energy, the calculation gives -0.19 eV. Its SMILES is FC(F)(F)P(=S)(Cl)Cl.

***

Record 8
DFT (ωB97M-V with the def2-TZVPD basis set) results for CCl2FNO in the gas phase at a distorted geometry.

Geometry (Å):
Cl 0.58368 1.69413 -0.34766
Cl 1.83863 -0.87702 -0.29647
F -0.04076 -0.12465 1.54108
O -1.87770 -0.05311 -0.37242
N -0.88356 -0.60544 -0.61976
C 0.37970 -0.03391 0.09522

The calculation puts the orbital gap (spin up / spin down) at 0.356 / 0.361 hartree. For the electronic energy, the calculation gives -1188.20282 Ha. For the energy relative to the best compared isomer or geometry (same formula, charge and spin), the calculation gives 0.1667 eV. The spin multiplicity is 3. For the LUMO energy (spin up / spin down), the calculation gives 0.46 / -2.11 eV. The expectation value of S² is 2.007.

***

Q: Look up the electronic energy of the fourth one.
A: -2913.03075 Ha

***

Copy entry 1 word for word.
DFT (ωB97M-V with the def2-TZVPD basis set) results for a molecular structure, CBrI3O2S at a distorted geometry.

Geometry (Å):
I 0.19966 -2.51109 -1.05877
I -2.88816 -1.42701 -0.10694
I -1.03384 0.57617 -2.26511
Br 1.40260 2.27313 -0.10036
S 1.93980 0.51741 0.97042
O -0.32131 0.15812 0.62034
O 1.71989 0.84694 2.30940
C -1.01865 -0.43367 -0.36897

The calculation puts the orbital gap (spin up / spin down) at 0.190 / 0.190 hartree. For the electronic energy, the calculation gives -4053.73697 Ha. For the energy relative to the best compared isomer or geometry (same formula, charge and spin), the calculation gives 0.3434 eV. For the LUMO energy (spin up / spin down), the calculation gives -3.37 / -3.37 eV.

***

Q: Among the records above, which one has the highest electronic energy?
A: CCl2FNO

***

Q: What is the formula in the first record?
A: CBrI3O2S